[1]
{"formula": "C6H10N3", "method": "wB97M-V/def2-TZVPD", "elements": ["N", "N", "N", "C", "C", "C", "C", "C", "C", "H", "H", "H", "H", "H", "H", "H", "H", "H", "H"], "positions_angstrom": [[-1.3397, -0.6244, -0.2302], [3.0617, -0.4679, 0.5809], [-1.0070, 0.7025, -0.4471], [-2.4962, -0.9398, 0.2868], [0.1771, 2.6851, -0.1983], [-0.2895, -1.4820, -0.7004], [-0.1973, 1.3341, 0.2538], [0.8706, -1.5934, 0.1503], [1.9988, -0.9185, 0.3477], [0.1276, 2.8690, -1.3245], [-2.7243, -1.9957, 0.3080], [0.4006, 0.9255, 1.1412], [-0.6488, -2.5142, -0.6893], [0.7202, -2.4388, 0.9897], [-0.1061, -1.0060, -1.6915], [1.2476, 3.0463, 0.1267], [-0.6371, 3.3411, 0.2018], [-3.1449, -0.2264, 0.6937], [3.9867, -0.6965, 0.2006]], "gap_ev": 8.269, "de_lowest_ev": 4.675, "smiles": "C=[N+](CC=C=N)/N=C/C", "charge": 1, "energy_ha": -398.4945, "homo_ev": -12.879, "lumo_ev": -4.61}



[2]
{"formula": "C12H13O4PPd", "method": "wB97M-V/def2-TZVPD", "elements": ["Pd", "P", "O", "O", "O", "O", "C", "C", "C", "C", "C", "C", "C", "C", "C", "C", "C", "C", "H", "H", "H", "H", "H", "H", "H", "H", "H", "H", "H", "H", "H"], "positions_angstrom": [[0.2908, -0.2762, 0.3517], [-1.9865, -0.3670, 1.5375], [2.0784, 0.2839, -2.2039], [-1.0678, -2.6877, -1.2494], [2.1372, -1.7743, 2.3759], [0.4471, 2.7512, 1.2363], [-4.5563, 1.1604, 4.4033], [-1.9952, -2.0306, 2.3020], [-0.5927, -1.8047, -0.6857], [1.5436, 0.1571, -1.1937], [-2.3897, 2.1788, 4.7201], [-2.7278, 0.6315, 2.8970], [-3.7055, 1.9816, 5.1456], [1.4596, -1.2019, 1.6433], [-3.4047, -0.2774, 0.3909], [0.2521, 1.6229, 1.0854], [-4.0889, 0.5117, 3.2606], [-1.9066, 1.5376, 3.5772], [-1.7212, -2.7768, 1.5478], [-1.6059, 1.0530, -1.4078], [-3.4232, 0.7509, 0.0088], [-0.9025, 1.7468, 3.1918], [-1.2371, -2.0434, 3.0952], [-1.7267, 2.8365, 5.2688], [-4.0821, 2.4901, 6.0318], [-4.8016, -0.0672, 2.6655], [-0.9193, 1.2814, -1.6373], [-5.5928, 1.0139, 4.6994], [-2.9603, -2.2856, 2.7618], [-4.3499, -0.4641, 0.9095], [-3.3333, -0.9509, -0.4670]], "gap_ev": [7.628, 4.028], "multiplicity": 3, "charge": 2, "energy_ha": -1234.5112, "homo_ev": [-15.609, -15.611], "lumo_ev": [-7.98, -11.58]}



[3]
{"formula": "C12H26BFO7", "method": "wB97M-V/def2-TZVPD", "elements": ["F", "O", "O", "O", "O", "O", "O", "O", "C", "C", "C", "C", "C", "C", "C", "C", "C", "C", "C", "C", "B", "H", "H", "H", "H", "H", "H", "H", "H", "H", "H", "H", "H", "H", "H", "H", "H", "H", "H", "H", "H", "H", "H", "H", "H", "H", "H"], "positions_angstrom": [[0.0814, 2.3982, 3.3840], [-5.7843, -2.7206, 0.1811], [4.4725, 2.6638, 1.7491], [-4.0537, -1.4319, 0.1980], [0.5078, -0.8218, -3.2581], [0.7670, -2.7451, -2.1062], [0.9986, -0.7033, -1.1584], [-3.9610, -3.3606, -0.9789], [0.1776, -1.6002, -4.4166], [0.8289, 3.6071, 1.3119], [-4.5575, -2.5526, -0.3140], [0.7674, -1.5435, -2.1683], [3.0975, 2.4367, 1.5373], [-6.4082, -3.9550, -0.1902], [-2.6388, -0.5213, -1.5780], [4.7748, 3.3945, 2.9245], [2.7914, -1.7411, 0.1410], [2.3390, 3.6546, 0.9977], [1.3394, -1.3296, 0.0947], [-2.6997, -1.1285, -0.1964], [0.5664, 3.5064, 2.8432], [0.6758, -2.1778, 0.2599], [5.4724, 4.2033, 2.6960], [3.0019, -2.5301, -0.5794], [-2.3617, -0.4284, 0.5652], [0.3587, 2.7693, 0.7804], [-2.9540, -1.2433, -2.3300], [-7.3449, -3.9755, 0.3575], [1.1238, -0.5590, 0.8335], [-5.7784, -4.7988, 0.0837], [3.8715, 3.8244, 3.3777], [0.7937, 4.3931, 3.6173], [3.0342, -2.1115, 1.1374], [-3.2766, 0.3613, -1.6411], [5.2257, 2.7195, 3.6629], [2.4834, 3.7275, -0.0839], [3.4321, -0.8842, -0.0713], [2.6285, 2.0627, 2.4631], [-0.0885, -0.8746, -5.1783], [-6.5898, -3.9811, -1.2634], [-1.6134, -0.2109, -1.7946], [1.0347, -2.1929, -4.7309], [2.7962, 4.5506, 1.4365], [3.0585, 1.6221, 0.8052], [-2.1058, -2.0408, -0.1388], [-0.6568, -2.2645, -4.2008], [0.3720, 4.5331, 0.9385]], "gap_ev": 10.530, "smiles": "CCOC(=O)OC.CCOC(=O)OC.COCCCBF", "energy_ha": -1124.2743, "homo_ev": -9.879, "lumo_ev": 0.65}



Q: Which formula does entry 2 have?
A: C12H13O4PPd